1.
Molecular formula: C5H10BrN3Si
Method: DFT, ωB97M-V with the def2-TZVPD basis set

Its HOMO energy is -8.603 eV. Its calculated total energy is -3224.15384 Ha. The max |F| is 3.91 eV/A.

The geometry in ORCA input format:
```
! wB97M-V def2-TZVPD RIJCOSX def2/J DEFGRID3
* xyz 0 1
C -0.100 1.118 0.312
C 2.650 0.852 0.589
C -0.889 -1.433 1.227
C 0.043 -0.907 -1.940
C -2.644 -0.295 -0.668
N 0.079 2.048 0.963
N 3.043 1.934 0.804
N 3.188 3.118 0.963
Si -0.814 -0.493 -0.370
Br 3.504 -0.769 0.477
H 0.087 -1.477 1.558
H -1.704 -1.138 1.862
H -1.058 -2.460 0.978
H 0.105 0.081 -2.589
H 0.972 -1.242 -1.600
H -0.423 -1.795 -2.297
H -3.043 0.608 -0.005
H -2.813 -0.090 -1.771
H -3.159 -1.173 -0.433
H 2.976 3.513 1.943
*
```

Löwdin population analysis, charges in e, atoms 1 to 4: atom 1 (C): -0.287, atom 2 (C): -0.652, atom 3 (C): -0.170, atom 4 (C): -0.175

---

2.
Molecular formula: C5H10BrNO2
Method: DFT, ωB97M-V with the def2-TZVPD basis set

Its HOMO energy is -7.990 eV. Its calculated total energy is -2975.68283 Ha. The max |F| is 4.63 eV/A.

The geometry in ORCA input format:
```
! wB97M-V def2-TZVPD RIJCOSX def2/J DEFGRID3
* xyz 0 1
C 0.135 0.837 -0.924
C 3.007 0.712 0.569
C -2.544 -2.462 -0.230
C 1.804 1.646 0.611
C -1.872 -0.264 -0.720
N 0.561 0.942 0.295
O 0.430 1.172 -2.019
O -1.502 -1.512 -0.368
Br -2.715 0.731 0.760
H 3.908 1.267 0.814
H 2.890 -0.099 1.282
H 3.117 0.288 -0.427
H -2.075 -3.396 0.072
H -3.081 -2.600 -1.172
H -3.252 -2.142 0.545
H 1.692 2.092 1.600
H 1.928 2.443 -0.126
H -2.488 -0.147 -1.609
H 0.056 0.493 1.046
*
```

Löwdin population analysis, charges in e, atoms 1 to 4: atom 1 (C): -0.338, atom 2 (C): -0.080, atom 3 (C): -0.109, atom 4 (C): -0.212

---

3.
Molecular formula: C5H10Cl2N3
Method: DFT, ωB97M-V with the def2-TZVPD basis set

Its HOMO energy (alpha / beta) is -12.525 / -12.524 eV. Its calculated total energy is -1280.78230 Ha. The max |F| is 6.78 eV/A.

The geometry in ORCA input format:
```
! wB97M-V def2-TZVPD RIJCOSX def2/J DEFGRID3
* xyz 1 1
C 0.395 -1.922 -1.347
C 1.769 -2.097 0.545
C 0.337 2.119 0.864
C -1.972 1.327 0.285
C -0.494 1.346 -0.169
N 0.010 -0.703 -1.102
N 0.136 0.042 -0.129
N 0.847 -2.593 -0.249
Cl 1.867 -2.842 2.012
Cl 2.672 -0.862 0.105
H -0.042 -2.487 -2.100
H 1.326 2.442 0.587
H -0.266 2.943 1.251
H 0.655 1.438 1.624
H -2.096 1.873 1.183
H -2.299 0.342 0.548
H -2.623 1.784 -0.485
H -0.392 1.659 -1.276
H -0.388 -0.284 -2.105
H 0.557 -3.523 -0.042
*
```

Löwdin population analysis, charges in e, atoms 1 to 4: atom 1 (C): -0.144, atom 2 (C): -1.238, atom 3 (C): -0.059, atom 4 (C): -0.032

---

4.
Molecular formula: C5H10Cl2Si
Method: DFT, ωB97M-V with the def2-TZVPD basis set

Its HOMO energy (alpha / beta) is -8.254 / -8.011 eV. Its calculated total energy is -1406.19877 Ha. The max |F| is 3.03 eV/A.

The geometry in ORCA input format:
```
! wB97M-V def2-TZVPD RIJCOSX def2/J DEFGRID3
* xyz 0 1
C 0.122 0.079 -1.046
C 3.920 0.028 -0.487
C 1.187 -0.287 -0.449
C -2.703 0.928 -0.591
C -1.051 -0.478 1.668
Si -1.507 -0.470 -0.225
Cl 4.073 -1.258 0.606
Cl 4.079 1.612 0.109
H 0.027 0.478 -1.977
H 4.344 -0.079 -1.441
H 1.266 -0.660 0.606
H -2.490 1.465 -1.496
H -3.547 0.217 -0.620
H -2.970 1.706 0.227
H -0.161 0.119 1.863
H -1.828 -0.049 2.253
H -0.704 -1.548 1.808
H -2.056 -1.802 -0.807
*
```

Löwdin population analysis, charges in e, atoms 1 to 4: atom 1 (C): -0.277, atom 2 (C): -1.118, atom 3 (C): -0.034, atom 4 (C): -0.238

---

5.
Molecular formula: C5H10Cl2Si
Method: DFT, ωB97M-V with the def2-TZVPD basis set

Its HOMO energy is -10.125 eV. Its calculated total energy is -1406.52164 Ha. Its SMILES is Cl[Si]1(Cl)CCCCC1. The max |F| is 1.45 eV/A.

The geometry in ORCA input format:
```
! wB97M-V def2-TZVPD RIJCOSX def2/J DEFGRID3
* xyz 0 1
Cl 0.416 1.876 -2.386
Cl 2.978 1.901 -0.147
C -0.840 -1.021 0.667
C -0.151 -1.441 -0.653
C -1.323 0.454 0.816
C 1.243 -0.797 -0.852
C -0.168 1.459 0.784
Si 1.084 1.040 -0.600
H -0.143 -1.247 1.462
H -1.747 -1.636 0.798
H -0.092 -2.581 -0.687
H -0.836 -1.141 -1.436
H -1.865 0.549 1.770
H -2.038 0.671 0.012
H 1.958 -1.056 -0.065
H 1.671 -0.957 -1.851
H 0.359 1.442 1.736
H -0.507 2.487 0.632
*
```

Löwdin population analysis, charges in e, atoms 1 to 4: atom 1 (Cl): 0.287, atom 2 (Cl): 0.238, atom 3 (C): -0.228, atom 4 (C): -0.258

---

6.
Molecular formula: C5H10ClN
Method: DFT, ωB97M-V with the def2-TZVPD basis set

Its HOMO energy is -9.307 eV. Its calculated total energy is -711.40141 Ha. Its SMILES is CC(C)=C[C@@H](N)Cl. The max |F| is 3.64 eV/A.

The geometry in ORCA input format:
```
! wB97M-V def2-TZVPD RIJCOSX def2/J DEFGRID3
* xyz 0 1
C 0.102 0.490 -0.761
C -0.791 -0.265 -0.195
C -2.132 -0.631 -0.786
C -0.455 -1.019 1.107
C 1.603 0.882 -0.379
N 1.908 1.632 0.703
Cl 2.495 -0.769 -0.246
H -0.145 0.811 -1.784
H -2.488 0.173 -1.437
H -2.968 -0.718 -0.019
H -2.220 -1.784 -1.203
H 0.523 -1.382 1.000
H -1.224 -1.852 1.102
H -0.611 -0.278 1.967
H 2.008 1.411 -1.295
H 1.572 1.372 1.587
H 2.824 1.927 0.640
*
```

Löwdin population analysis, charges in e, atoms 1 to 4: atom 1 (C): -0.104, atom 2 (C): -0.398, atom 3 (C): -0.094, atom 4 (C): -0.069

---

7.
Molecular formula: C5H10ClN
Method: DFT, ωB97M-V with the def2-TZVPD basis set

Its HOMO energy is -8.445 eV. Its calculated total energy is -711.32937 Ha. Its SMILES is ClCCN1CCC1. The max |F| is 6.49 eV/A.

The geometry in ORCA input format:
```
! wB97M-V def2-TZVPD RIJCOSX def2/J DEFGRID3
* xyz 0 1
C -1.656 -1.424 0.709
C -0.852 -0.171 1.041
C 0.424 1.578 -0.236
C 1.525 0.916 -1.094
C 1.137 -0.473 -0.379
H -2.148 -1.989 1.464
H -1.206 -2.301 0.035
H -1.429 0.637 1.509
H -0.103 -0.315 1.795
H -0.235 2.196 -1.047
H 0.793 2.168 0.762
H 2.483 1.318 -1.187
H 1.177 1.051 -2.156
H 1.174 -1.282 -1.020
H 1.848 -0.818 0.400
N -0.042 0.121 -0.028
Cl -2.892 -1.210 -0.569
*
```

Löwdin population analysis, charges in e, atoms 1 to 4: atom 1 (C): -0.550, atom 2 (C): -0.291, atom 3 (C): -0.126, atom 4 (C): -0.138

---

8.
Molecular formula: C5H10ClN2
Method: DFT, ωB97M-V with the def2-TZVPD basis set

Its HOMO energy (alpha / beta) is -11.512 / -14.477 eV. Its calculated total energy is -765.76655 Ha. As for the expectation value of S²: 2.01. The max |F| is 5.14 eV/A.

The geometry in ORCA input format:
```
! wB97M-V def2-TZVPD RIJCOSX def2/J DEFGRID3
* xyz 1 3
C 0.378 0.260 -0.305
C -1.127 -0.990 -1.540
C -0.248 -0.069 -2.497
C -0.928 -1.200 1.025
C 1.958 1.923 3.085
N -0.603 -0.572 -0.224
N 0.710 0.548 -1.554
Cl 0.980 1.849 1.796
H -2.116 -0.775 -1.593
H -1.005 -2.022 -1.564
H 0.154 -0.894 -3.160
H -0.888 0.701 -2.904
H -0.776 -0.404 1.906
H -1.918 -1.388 1.035
H -0.369 -2.148 1.267
H 1.704 1.864 4.104
H 3.097 1.831 2.963
H 0.995 1.488 -1.843
*
```

Löwdin population analysis, charges in e, atoms 1 to 4: atom 1 (C): -0.060, atom 2 (C): -0.030, atom 3 (C): -0.056, atom 4 (C): -0.013

---

Calculated ΔE to the lowest compared entry with this formula, charge and spin, 280.1 117.7 200.1 847.7 0.0 141.9 331.1 108.2 kJ/mol (same order as the records).